C16H26N2O6Ti | ωB97M-V/def2-TZVPD

Positions of all 51 atoms, in Å:
Ti1 0.74328 -0.25553 0.35704
C1 1.18578 2.54865 1.13550
C2 0.46241 2.01701 2.38564
O1 0.07736 0.61047 2.28238
C3 0.53807 -0.23793 3.37224
C4 1.92429 -0.73812 3.05556
O2 1.90583 -1.39995 1.74698
C5 1.52175 -2.80751 1.73710
C6 1.33295 -3.19599 0.28908
O3 0.30883 -2.33554 -0.27152
C7 0.27349 -2.30655 -1.72686
C8 1.45697 -1.52264 -2.30988
O4 1.65246 -0.35500 -1.45766
C9 2.89775 0.41819 -1.44737
C10 2.60590 1.74156 -0.74146
O5 1.94603 1.46386 0.53362
H1 0.49653 2.93793 0.38736
H2 1.86678 3.34100 1.44194
H3 1.08950 2.13197 3.26711
H4 -0.44803 2.59212 2.53555
H5 0.51723 0.31232 4.31219
H6 -0.17544 -1.05558 3.44219
H7 2.62029 0.09100 2.95562
H8 2.30715 -1.42734 3.80627
H9 2.31632 -3.40250 2.18447
H10 0.59887 -2.93583 2.30189
H11 2.26969 -3.05188 -0.25330
H12 1.02425 -4.23672 0.19815
H13 0.27904 -3.32407 -2.11523
H14 -0.67143 -1.83926 -1.98417
H15 2.38102 -2.09880 -2.31978
H16 1.22875 -1.19437 -3.32190
H17 3.65977 -0.15935 -0.92641
H18 3.22250 0.60938 -2.46813
H19 3.53578 2.27702 -0.55849
H20 1.94690 2.36502 -1.34650
N1 -5.93391 0.99520 -1.89982
C11 -4.78594 1.62575 -2.22302
O6 -4.70118 2.54516 -3.00461
C12 -3.50837 1.13749 -1.54994
C13 -2.31182 1.58968 -2.08656
C14 -1.12662 1.21307 -1.49744
N2 -1.06385 0.41607 -0.40773
C15 -2.22793 -0.00639 0.10922
C16 -3.45717 0.32720 -0.43205
H21 -6.78294 1.30081 -2.34761
H22 -5.97329 0.17011 -1.33189
H23 -2.32938 2.24229 -2.94940
H24 -0.18325 1.54594 -1.91021
H25 -2.16990 -0.63403 0.98748
H26 -4.34309 -0.04538 0.06436

Spin multiplicity = 3
HOMO-LUMO gap (alpha / beta) = 7.25 / 9.17 eV
Total energy = -55380.5201 eV
Net charge = +2



C16H26N4O4 | ωB97M-V/def2-TZVPD

Positions of all 50 atoms, in Å:
C1 -5.71770 -0.93760 -0.14026
H1 -6.01986 -0.46658 -1.07304
H2 -6.37611 -0.58485 0.64995
H3 -5.84925 -2.01279 -0.24060
C2 -4.26167 -0.60819 0.18736
C3 -3.85818 -1.26641 1.50501
H4 -2.86471 -0.96085 1.82249
H5 -4.56035 -0.99017 2.28845
H6 -3.87187 -2.34960 1.40385
C4 -3.36975 -1.05631 -0.97836
C5 -1.87709 -0.80249 -0.76963
N1 -1.59368 0.60468 -0.58599
C6 -0.76948 1.29326 -1.38850
O1 -0.17585 0.82645 -2.33392
N2 -0.68916 2.67701 -1.09743
C7 -0.53462 3.35989 0.07826
O2 -0.67069 4.55534 0.13202
C8 -0.13336 2.54747 1.31138
N3 0.77122 1.47061 0.99884
C9 1.94636 1.61368 0.30924
O3 2.38766 2.64473 -0.12253
C10 2.56625 0.22253 0.21739
N4 1.57089 -0.57583 0.89916
C11 0.53453 0.13909 1.36723
O4 -0.43249 -0.24251 1.98126
H7 1.64918 -1.56877 1.02876
C12 3.91666 0.20712 0.94956
C13 4.61951 -1.13885 0.79912
C14 4.80195 -1.49052 -0.67380
C15 3.45268 -1.52059 -1.38473
C16 2.74618 -0.17560 -1.25349
H8 3.34092 0.60490 -1.73089
H9 1.77385 -0.20018 -1.74846
H10 3.59335 -1.74505 -2.44272
H11 2.83029 -2.31193 -0.96043
H12 5.29437 -2.46025 -0.76513
H13 5.44153 -0.74262 -1.14632
H14 5.59047 -1.09089 1.29492
H15 4.03579 -1.91895 1.29351
H16 4.53286 0.99980 0.52217
H17 3.75598 0.43389 2.00622
H18 0.34474 3.25598 1.99687
H19 -1.00058 2.11012 1.81599
H20 -0.58281 3.25732 -1.92201
H21 -2.07102 1.06373 0.17187
H22 -1.52018 -1.35641 0.10239
H23 -1.31685 -1.12257 -1.65076
H24 -3.50595 -2.12806 -1.13548
H25 -3.69044 -0.54192 -1.88702
H26 -4.18350 0.47977 0.29819

Spin multiplicity = 1
Structure (SMILES) = CC(C)CCNC(=O)NC(=O)CN1C(=O)NC2(CCCCC2)C1=O
HOMO-LUMO gap = 10.50 eV
Total energy = -31167.9087 eV
Net charge = 0



C16H26NO | ωB97M-V/def2-TZVPD

Positions of all 44 atoms, in Å:
O1 -0.25632 -2.93879 -2.98754
C1 -1.78871 4.35018 2.94233
C2 -2.19951 3.33650 3.78851
C3 -1.16141 4.08551 1.76831
C4 -1.94517 1.98500 3.33065
C5 -0.77429 2.82661 1.37089
C6 -1.23391 1.75592 2.12841
C7 0.99374 -5.38104 -2.99992
C8 -0.17016 -5.11981 -2.09930
C9 0.63136 0.02357 1.68852
C10 -1.46354 0.03555 0.24154
C11 -0.39529 -3.68002 -1.77160
C12 -0.89028 0.27367 1.68648
C13 1.30392 -0.94847 -1.25796
C14 1.04127 -1.26039 0.98312
C15 -1.07382 -1.33625 -0.25952
C16 0.53661 -3.10429 -0.51364
N1 0.42699 -1.59181 -0.29329
H1 -0.72425 -3.48787 -3.69642
H2 -2.09886 5.36248 3.26805
H3 -2.66553 3.57549 4.69438
H4 -0.79875 4.96638 1.16917
H5 -2.34369 1.22926 3.87586
H6 -0.16845 2.64571 0.45860
H7 1.35850 -6.40310 -3.09153
H8 1.88879 -4.81740 -2.77047
H9 0.59228 -5.07674 -3.98209
H10 0.16640 -5.54284 -1.10090
H11 -1.16419 -5.56153 -2.43220
H12 1.03276 -0.02555 2.68551
H13 1.14623 0.90224 1.17752
H14 -2.55695 0.11529 0.21047
H15 -1.05323 0.82373 -0.42936
H16 -1.47402 -3.53351 -1.49782
H17 -1.28680 -0.36983 2.44155
H18 1.06593 -0.90084 -2.31246
H19 1.47894 0.03116 -0.84174
H20 2.24431 -1.53472 -1.27626
H21 0.89029 -2.08265 1.66063
H22 2.10908 -1.08669 0.84149
H23 -1.54734 -2.00296 0.52747
H24 -1.56776 -1.54358 -1.18826
H25 0.25153 -3.69436 0.40231
H26 1.60066 -3.34210 -0.69863

Spin multiplicity = 1
Structure (SMILES) = CC[C@H](O)C[N@+]1(C)CC[C@@H](c2ccccc2)CC1
HOMO-LUMO gap = 9.37 eV
Total energy = -20543.3851 eV
Net charge = +1



C16H26O10 | ωB97M-V/def2-TZVPD

Positions of all 52 atoms, in Å:
C1 0.39681 1.23772 1.26763
C2 1.14026 2.17328 2.22331
C3 2.61461 1.81654 1.94419
O1 2.65543 1.16712 0.70418
C4 1.36716 1.16140 0.10239
H1 -0.57837 1.68831 1.06691
H2 0.23728 0.24141 1.68699
H3 0.86056 2.13197 3.27319
H4 0.95292 3.18791 1.85916
H5 3.05607 1.18241 2.71437
H6 3.20075 2.74347 1.92604
H7 1.21382 0.25817 -0.48194
H8 1.25829 2.04172 -0.54664
C5 1.10717 0.59427 -6.68034
C6 2.01388 0.77578 -5.49508
C7 1.33921 1.18980 -4.16749
O2 1.68805 0.17324 -3.24831
C8 2.32103 -0.84085 -3.88246
O3 2.59265 -1.87557 -3.37064
O4 2.60743 -0.50787 -5.15400
H9 1.67588 0.05747 -7.43817
H10 0.85730 1.57078 -7.10397
H11 0.17914 0.08203 -6.43791
H12 2.85992 1.42534 -5.71544
H13 0.25459 1.22683 -4.29453
H14 1.67498 2.16508 -3.82371
C9 -2.16185 1.51443 6.48633
C10 -2.26326 0.19228 5.76448
C11 -2.15881 0.28265 4.23704
O5 -1.29682 -0.77644 3.88204
C12 -0.60168 -1.17760 4.97751
O6 0.32761 -1.91338 4.95337
O7 -1.11685 -0.61829 6.09524
H15 -1.15729 1.91332 6.35005
H16 -2.30675 1.35207 7.55411
H17 -2.89927 2.21728 6.10236
H18 -3.13872 -0.39829 6.03690
H19 -1.82430 1.25306 3.85588
H20 -3.13741 0.15036 3.76815
C13 -1.43508 -0.86550 -2.08060
C14 -1.07008 -2.34354 -2.23660
C15 -0.21079 -2.88542 -1.09395
O8 -1.11715 -3.71828 -0.35472
C16 -2.24867 -3.91957 -1.07043
O9 -3.12726 -4.65102 -0.74527
O10 -2.24306 -3.15592 -2.18060
H21 -2.18439 -0.70924 -1.30287
H22 -1.84566 -0.44658 -3.00003
H23 -0.51029 -0.33605 -1.84581
H24 -0.58756 -2.42323 -3.21099
H25 0.15395 -2.09292 -0.44422
H26 0.61459 -3.51197 -1.42509

Spin multiplicity = 1
Structure (SMILES) = C[C@H]1COC(=O)O1.C[C@H]1COC(=O)O1.C[C@H]1COC(=O)O1.C1CCOC1
HOMO-LUMO gap = 10.05 eV
Total energy = -37488.8695 eV
Net charge = 0



C16H27BiN2 | ωB97M-V/def2-TZVPD

Positions of all 46 atoms, in Å:
C1 1.37164 2.44916 -0.64854
H1 2.17151 2.12795 0.03848
H2 1.41135 1.96761 -1.64182
H3 1.13078 -0.72750 0.82763
C2 0.57330 3.75375 -0.45054
H4 -0.52805 3.61749 -0.39018
H5 0.89502 4.17808 0.52104
C3 0.89428 4.48766 -1.73409
H6 0.07142 5.13592 -1.98366
H7 1.84308 5.00863 -1.58718
H8 1.02044 3.74480 -2.54161
C4 -0.86766 -1.89418 0.10121
C5 -1.55085 -1.26463 -0.95614
C6 -0.60834 -0.93616 -1.97286
C7 0.66422 -1.37256 -1.55749
C8 0.53435 -1.92506 -0.22914
C9 1.56933 -2.80171 0.38447
C10 1.91160 -1.37786 -2.34464
C11 -0.90510 -0.39314 -3.30558
C12 -3.02629 -1.15097 -1.07477
C13 -1.48808 -2.57407 1.24558
Bi1 0.26524 0.82347 0.30671
H9 2.79931 -1.60910 -1.73980
H10 1.83095 -2.16671 -3.12063
H11 2.10353 -0.43378 -2.86881
H12 2.57654 -2.36467 0.28584
H13 1.39618 -2.98209 1.45803
H14 1.54262 -3.76085 -0.14527
H15 -2.22467 -1.95802 1.79673
H16 -2.02707 -3.44644 0.82821
H17 -0.76187 -2.93779 1.97972
H18 -3.32354 -0.33028 -1.74194
H19 -3.46483 -2.07824 -1.48748
H20 -3.51883 -0.96693 -0.10484
H21 -0.10463 0.26949 -3.66600
H22 -1.00160 -1.22348 -4.03076
H23 -1.84601 0.18141 -3.33425
N1 0.48230 -0.17209 3.14709
C14 0.10658 -0.25439 4.42914
C15 -0.61529 0.90408 4.68063
C16 -0.65721 1.63552 3.50691
N2 0.01160 0.94410 2.55671
H24 1.09155 -0.81242 2.61064
H25 0.40373 -1.09145 5.03780
H26 -1.06834 1.16805 5.61214
H27 -1.08419 2.60943 3.30335

Spin multiplicity = 1
HOMO-LUMO gap (alpha / beta) = 5.54 / 5.56 eV
Total energy = -25829.1938 eV
Net charge = +2



C16H27CeN2 | ωB97M-V/def2-TZVPD

Positions of all 46 atoms, in Å:
C1 1.10164 -1.35994 -2.83347
H1 0.24454 -2.08260 -2.68326
H2 1.64424 -1.59710 -3.80377
H3 0.69044 -0.33823 -2.92804
C2 2.05848 -1.39611 -1.63148
H4 1.92267 -0.47460 -0.99371
H5 1.83572 -2.21923 -0.93434
C3 3.52196 -1.40672 -2.10147
H6 4.26948 -1.43619 -1.29171
H7 3.79517 -2.22253 -2.80756
H8 3.70229 -0.44112 -2.59479
C4 -0.95822 2.05994 1.38530
C5 0.45483 2.01871 1.12365
C6 0.65351 1.91562 -0.28828
C7 -0.63911 1.86574 -0.90871
C8 -1.63380 1.93854 0.11326
C9 -3.09434 1.80715 -0.11860
C10 -0.90548 2.00008 -2.35980
C11 1.91854 2.10562 -1.02862
C12 1.51241 1.86635 2.14559
C13 -1.62522 1.89777 2.70230
Ce1 -0.47611 -0.11082 0.58675
H9 -1.85223 1.52758 -2.64663
H10 -0.98363 3.06327 -2.64497
H11 -0.10132 1.57650 -2.97126
H12 -3.28189 1.51919 -1.15568
H13 -3.55750 1.05339 0.54006
H14 -3.63727 2.75153 0.04547
H15 -0.98954 1.38923 3.44893
H16 -1.89862 2.87757 3.11738
H17 -2.56056 1.31697 2.63584
H18 2.50485 1.72713 1.70274
H19 1.55851 2.76197 2.78415
H20 1.36628 0.99734 2.82351
H21 2.01111 1.45916 -1.89844
H22 1.99343 3.13291 -1.40742
H23 2.79484 1.92538 -0.40684
N1 -1.31891 -4.62959 1.62441
C14 -2.05376 -4.07582 2.66596
C15 -1.92862 -2.72098 2.54768
N2 -1.16208 -2.42029 1.39840
C16 -0.80122 -3.60812 0.88287
H24 -1.20406 -5.62460 1.44228
H25 -2.56864 -4.67492 3.39805
H26 -2.24491 -1.94177 3.23045
H27 -0.07790 -3.77333 0.09385

Spin multiplicity = 2
HOMO-LUMO gap (alpha / beta) = 8.66 / 8.71 eV
Total energy = -32924.1335 eV
Net charge = +2



C16H27ClIO2P2Ti | ωB97M-V/def2-TZVPD

Positions of all 50 atoms, in Å:
C1 -4.14630 -1.87626 -3.49331
C2 -3.11206 -2.47401 -2.72148
H1 -4.74761 -2.66769 -3.98528
H2 -3.68009 -1.20873 -4.24812
H3 -4.77474 -1.26499 -2.81272
O1 -2.34435 -3.15941 -2.18155
I1 -1.80097 1.92842 -1.41137
Ti1 -0.35719 0.10431 -0.25180
P1 -1.88761 -0.37887 1.64886
C3 -1.19129 -1.31349 3.04655
C4 -2.51261 1.12310 2.46503
H4 -3.53554 0.93428 2.81968
H5 -3.85115 -1.65870 2.17779
H6 -2.51935 1.96573 1.76561
H7 -4.08880 -0.66354 0.69993
H8 -0.40631 -0.71970 3.53094
H9 -1.86637 1.36506 3.32028
C5 -3.38825 -1.31232 1.24146
H10 -1.99522 -1.51801 3.76786
H11 -3.14667 -2.17891 0.61226
H12 -0.76444 -2.26108 2.69626
P2 1.18223 -0.23667 -2.17105
C6 2.59164 -1.37144 -2.01366
C7 0.42773 -0.71917 -3.73896
H13 1.29247 2.12000 -2.73572
H14 2.71946 1.19241 -3.31167
H15 2.57531 1.64790 -1.58599
C8 2.01834 1.34074 -2.47961
H16 -0.10468 0.13483 -4.17133
H17 1.22299 -1.05458 -4.41878
H18 3.06896 -1.45130 -3.00005
H19 2.25294 -2.36115 -1.68563
H20 -0.28688 -1.53847 -3.58743
H21 3.31002 -0.98052 -1.28397
C9 -0.50931 -2.01220 -0.43164
O2 -0.37891 -3.16850 -0.33352
Cl1 1.65413 -0.86219 1.17128
C10 2.40583 0.62229 1.77630
C11 3.60083 0.55607 2.48628
C12 4.12482 1.74649 3.01654
C13 3.43666 2.95506 2.84871
C14 2.24953 2.98615 2.13182
C15 1.71818 1.81225 1.55752
C16 0.49616 1.89766 0.71492
H22 4.09377 -0.40364 2.62850
H23 5.05610 1.70957 3.57700
H24 3.83594 3.87454 3.28705
H25 1.71029 3.91800 1.98220
H26 0.69503 2.52143 -0.17024
H27 -0.34267 2.35925 1.25423

Spin multiplicity = 2
HOMO-LUMO gap (alpha / beta) = 4.84 / 5.41 eV
Total energy = -83425.5350 eV
Net charge = +2



C16H27FeN4 | ωB97M-V/def2-TZVPD

Positions of all 48 atoms, in Å:
Fe1 0.28376 0.15779 -0.05725
C1 0.74251 2.16255 -0.83465
C2 1.85499 1.31660 -1.03184
C3 1.45950 0.28266 -1.91326
C4 0.10129 0.48423 -2.25776
C5 -0.34299 1.64599 -1.59259
C6 -1.69105 2.29602 -1.65410
C7 -0.66002 -0.38277 -3.21083
C8 2.32254 -0.84218 -2.40433
C9 3.20958 1.42993 -0.39991
C10 0.66359 3.40942 -0.00730
H1 -1.58738 3.33988 -1.95529
H2 -2.18204 2.29445 -0.67947
H3 -2.34874 1.80345 -2.36687
H4 -0.25176 -0.27616 -4.21806
H5 -1.71488 -0.11927 -3.24715
H6 -0.57823 -1.43675 -2.94198
H7 2.09026 -1.78488 -1.90373
H8 3.37687 -0.62754 -2.23885
H9 2.17221 -1.00233 -3.47251
H10 3.96465 1.67845 -1.14810
H11 3.51068 0.48744 0.06067
H12 3.23183 2.20370 0.36445
H13 -0.13817 3.35033 0.73065
H14 0.44687 4.26969 -0.64382
H15 1.59634 3.60994 0.51497
C11 0.40588 -1.49259 2.34476
N1 -0.66544 -1.06424 1.37585
C12 -1.71319 -0.32271 2.15965
N2 -2.25334 -1.14286 3.21782
C13 -1.16488 -1.54568 4.11491
N3 -0.13456 -2.31168 3.40213
C14 -0.76258 -3.49765 2.80545
N4 -1.84345 -3.12900 1.88501
C15 -1.30278 -2.30881 0.82623
C16 -2.84282 -2.35054 2.62652
H16 0.86369 -0.59842 2.77530
H17 1.16329 -2.05820 1.79741
H18 -2.51085 -0.03219 1.47521
H19 -1.25947 0.57426 2.58505
H20 -1.57313 -2.16154 4.91487
H21 -0.71224 -0.65598 4.55486
H22 -1.16942 -4.12013 3.60101
H23 -0.00802 -4.07023 2.26448
H24 -2.10000 -2.01266 0.14395
H25 -0.54748 -2.87003 0.27413
H26 -3.25747 -2.96908 3.42118
H27 -3.64833 -2.06254 1.94998

Spin multiplicity = 1
HOMO-LUMO gap (alpha / beta) = 8.73 / 8.78 eV
Total energy = -57369.7199 eV
Net charge = +1